(1)
{
  "formula": "C19H36NOsSb3",
  "method": "ωB97M-V with the def2-TZVPD basis set",
  "gap_ha": [0.21207, 0.21759],
  "fmax_ev_per_a": 0.96,
  "spin_multiplicity": 5,
  "de_lowest_ev": 0.000,
  "total_charge": 4,
  "symbols": ["Os", "C", "Sb", "C", "C", "C", "C", "C", "C", "C", "C", "C", "Sb", "C", "C", "H", "H", "H", "H", "H", "H", "H", "H", "H", "H", "H", "H", "H", "H", "H", "H", "H", "H", "H", "H", "C", "C", "Sb", "C", "C", "C", "C", "H", "H", "H", "H", "H", "H", "H", "H", "H", "H", "H", "H", "H", "H", "H", "N", "C", "H"],
  "coordinates": [[-0.937, -0.926, 0.185], [-1.115, 0.949, -4.283], [-0.458, -0.052, -2.526], [0.305, -1.878, -3.318], [1.383, 1.181, -2.151], [2.583, 0.455, -2.530], [3.000, 0.468, -3.892], [4.095, -0.231, -4.294], [4.824, -0.997, -3.337], [4.444, -1.014, -1.987], [3.363, -0.289, -1.547], [3.088, -0.182, -0.083], [1.633, -1.577, 0.750], [2.351, -3.436, 0.039], [2.200, -1.589, 2.785], [-2.127, 0.638, -4.533], [-0.418, 0.629, -5.057], [-1.076, 2.023, -4.117], [1.191, -1.680, -3.920], [-0.471, -2.295, -3.960], [0.536, -2.596, -2.533], [1.325, 1.454, -1.102], [1.188, 2.044, -2.787], [2.446, 1.068, -4.605], [4.428, -0.204, -5.324], [5.704, -1.544, -3.655], [5.058, -1.557, -1.279], [2.766, 0.810, 0.226], [3.977, -0.447, 0.490], [3.365, -3.512, 0.431], [2.352, -3.476, -1.047], [1.743, -4.243, 0.444], [3.236, -1.925, 2.814], [1.573, -2.295, 3.327], [2.114, -0.597, 3.219], [-0.038, 1.967, 3.830], [-1.005, 2.386, 2.734], [-2.154, 0.784, 1.888], [-3.020, -0.311, 3.540], [-4.029, 0.565, 4.274], [-3.515, 1.736, 0.503], [-4.352, 2.788, 1.232], [0.341, 2.866, 4.321], [0.822, 1.426, 3.436], [-0.512, 1.365, 4.605], [-0.528, 2.905, 1.903], [-1.819, 3.014, 3.105], [-2.148, -0.567, 4.142], [-3.446, -1.219, 3.118], [-3.610, 1.515, 4.608], [-4.330, 0.023, 5.175], [-4.928, 0.747, 3.691], [-4.119, 0.952, 0.049], [-2.861, 2.172, -0.252], [-5.010, 2.355, 1.981], [-4.986, 3.278, 0.490], [-3.744, 3.566, 1.692], [-3.588, -2.532, -0.302], [-2.689, -1.836, -0.140], [-4.399, -3.121, -0.467]],
  "lowdin_spin": [2.293, 0.050, 0.181, 0.036, 0.080, 0.233, 0.039, 0.086, 0.268, 0.030, 0.120, 0.056, 0.121, -0.003, 0.029, 0.003, 0.004, 0.000, 0.004, 0.001, 0.001, 0.009, 0.010, -0.001, 0.002, 0.010, -0.001, 0.003, 0.005, 0.000, 0.000, 0.000, 0.003, 0.000, 0.000, 0.001, 0.004, 0.070, 0.041, 0.013, 0.022, 0.005, 0.000, 0.000, 0.000, 0.000, -0.001, 0.000, 0.001, 0.000, 0.005, 0.000, 0.000, 0.000, 0.000, 0.002, 0.000, 0.077, 0.087, 0.001]
}


(2)
{
  "formula": "C20H20N4",
  "method": "ωB97M-V with the def2-TZVPD basis set",
  "gap_ha": 0.29340,
  "fmax_ev_per_a": 1.02,
  "smiles": "CCCCn1c(/N=C\\c2c[nH]c3ccccc23)nc2ccccc21",
  "de_lowest_ev": 0.100,
  "symbols": ["C", "C", "C", "H", "C", "N", "C", "C", "C", "C", "C", "C", "N", "C", "N", "C", "C", "C", "N", "C", "C", "C", "C", "C", "C", "H", "H", "H", "H", "H", "H", "H", "H", "H", "H", "H", "H", "H", "H", "H", "H", "H", "H", "H"],
  "coordinates": [[-0.403, 0.642, 2.231], [0.947, 0.175, 2.766], [0.984, -1.316, 3.119], [0.018, -1.617, 3.530], [1.339, -2.228, 1.937], [0.342, -2.235, 0.906], [-0.861, -2.885, 0.915], [-1.462, -3.743, 1.822], [-2.709, -4.236, 1.493], [-3.342, -3.884, 0.300], [-2.753, -3.031, -0.610], [-1.497, -2.522, -0.298], [-0.701, -1.655, -0.991], [0.379, -1.495, -0.256], [1.532, -0.850, -0.536], [1.715, 0.242, -1.174], [0.792, 1.205, -1.689], [-0.567, 1.081, -1.906], [-1.062, 2.235, -2.408], [-0.052, 3.153, -2.541], [-0.083, 4.460, -3.006], [1.109, 5.154, -3.029], [2.298, 4.564, -2.597], [2.330, 3.267, -2.131], [1.143, 2.540, -2.103], [3.257, 2.825, -1.798], [3.210, 5.142, -2.630], [1.125, 6.173, -3.387], [-1.005, 4.914, -3.338], [-2.022, 2.387, -2.671], [-1.173, 0.207, -1.754], [2.764, 0.505, -1.291], [-3.241, -2.761, -1.533], [-4.319, -4.294, 0.087], [-3.208, -4.910, 2.173], [-0.975, -4.022, 2.746], [2.271, -1.892, 1.475], [1.466, -3.254, 2.298], [1.741, -1.484, 3.888], [1.724, 0.390, 2.029], [1.176, 0.751, 3.666], [-0.653, 0.155, 1.293], [-1.192, 0.429, 2.949], [-0.381, 1.716, 2.053]],
  "lowdin_charge": [-0.095, -0.248, -0.181, 0.106, -0.140, 0.023, -0.165, -0.023, -0.102, -0.106, -0.023, -0.225, 0.158, -0.373, 0.141, -0.070, -0.135, -0.011, 0.105, -0.207, -0.022, -0.098, -0.096, -0.027, -0.128, 0.105, 0.099, 0.099, 0.107, 0.163, 0.097, 0.118, 0.106, 0.096, 0.097, 0.106, 0.119, 0.125, 0.108, 0.097, 0.102, 0.051, 0.075, 0.072]
}


(3)
{
  "formula": "C3H8N2O2",
  "method": "ωB97M-V with the def2-TZVPD basis set",
  "gap_ha": 0.35463,
  "fmax_ev_per_a": 3.88,
  "de_lowest_ev": 3.492,
  "symbols": ["C", "C", "C", "N", "N", "O", "O", "H", "H", "H", "H", "H", "H", "H", "H"],
  "coordinates": [[1.393, 2.844, -0.372], [-0.750, -0.660, 1.402], [-0.823, -0.597, -1.137], [1.178, -0.794, 0.309], [-0.266, -1.074, 0.072], [1.854, 3.427, 0.487], [-0.998, 0.801, -1.102], [-1.819, -0.935, 1.388], [-0.123, -1.325, 1.969], [-0.503, 0.323, 1.628], [-1.825, -1.060, -1.178], [-0.175, 1.301, -0.923], [-0.231, -0.801, -2.048], [1.386, 0.047, -0.284], [1.701, -1.495, -0.210]],
  "lowdin_charge": [0.052, -0.085, -0.294, 0.027, -0.262, 0.067, -0.090, 0.096, 0.072, 0.047, 0.129, -0.006, 0.128, 0.052, 0.071]
}


(4)
{
  "formula": "C24H33Br2N9OPRuS",
  "method": "ωB97M-V with the def2-TZVPD basis set",
  "gap_ha": [0.26594, 0.24068],
  "fmax_ev_per_a": 0.63,
  "spin_multiplicity": 2,
  "de_lowest_ev": 0.383,
  "total_charge": 2,
  "symbols": ["Ru", "C", "C", "N", "N", "C", "S", "N", "N", "H", "H", "H", "H", "H", "H", "Br", "C", "C", "C", "Br", "C", "C", "C", "C", "N", "C", "C", "O", "H", "H", "H", "H", "C", "P", "C", "C", "H", "H", "H", "H", "H", "H", "H", "H", "H", "C", "C", "C", "C", "C", "N", "H", "H", "H", "H", "H", "H", "H", "H", "H", "N", "C", "C", "N", "C", "C", "N", "H", "H", "H", "H", "H"],
  "coordinates": [[0.156, 0.097, 0.162], [-1.542, -3.541, -3.908], [-1.942, -2.181, -3.483], [-2.974, -1.516, -3.894], [-2.922, -0.329, -3.224], [-1.886, -0.243, -2.398], [-1.409, 1.072, -1.419], [-1.251, -1.422, -2.551], [-0.096, -1.688, -1.827], [-2.196, -3.858, -4.715], [-1.638, -4.253, -3.087], [-0.511, -3.551, -4.265], [-3.619, 0.378, -3.403], [0.019, -2.686, -1.686], [0.734, -1.335, -2.301], [4.630, -1.575, -2.011], [4.018, -1.785, -0.245], [4.820, -2.467, 0.692], [4.394, -2.663, 1.976], [5.497, -3.584, 3.191], [3.127, -2.177, 2.389], [2.569, -2.329, 3.674], [1.327, -1.817, 3.938], [0.632, -1.135, 2.932], [1.121, -0.969, 1.716], [2.355, -1.486, 1.434], [2.783, -1.289, 0.102], [1.963, -0.655, -0.715], [5.786, -2.839, 0.379], [3.126, -2.857, 4.437], [0.872, -1.926, 4.912], [-0.350, -0.727, 3.128], [0.565, 3.501, -0.559], [1.438, 1.913, -0.507], [2.769, 2.184, 0.696], [2.252, 1.847, -2.115], [1.307, 4.294, -0.662], [-0.008, 3.667, 0.353], [-0.110, 3.540, -1.410], [3.522, 2.855, 0.281], [3.243, 1.234, 0.946], [2.366, 2.627, 1.606], [2.877, 2.738, -2.204], [1.508, 1.868, -2.913], [2.861, 0.954, -2.206], [0.390, 3.010, 4.591], [-0.832, 3.005, 3.659], [-2.076, 2.482, 4.392], [-1.085, 4.402, 3.076], [-0.543, 2.087, 2.543], [-0.298, 1.363, 1.688], [0.189, 3.695, 5.414], [1.287, 3.352, 4.075], [0.578, 2.020, 5.006], [-2.286, 3.146, 5.230], [-1.915, 1.478, 4.786], [-2.949, 2.472, 3.739], [-1.293, 5.085, 3.899], [-1.945, 4.406, 2.406], [-0.213, 4.776, 2.538], [-2.548, -4.505, 1.781], [-2.613, -3.170, 1.609], [-1.563, -2.443, 1.009], [-1.644, -1.131, 0.844], [-2.756, -0.507, 1.254], [-3.774, -1.234, 1.846], [-3.711, -2.543, 2.032], [-1.736, -5.041, 1.540], [-3.321, -4.969, 2.229], [-0.651, -2.936, 0.692], [-2.832, 0.557, 1.084], [-4.675, -0.737, 2.188]],
  "lowdin_spin": [0.782, 0.000, 0.002, 0.000, 0.007, 0.005, -0.001, 0.002, 0.036, 0.000, 0.000, 0.000, 0.000, 0.001, 0.000, 0.002, 0.009, -0.001, 0.006, 0.001, 0.000, 0.002, -0.001, 0.002, -0.003, 0.000, 0.003, 0.109, 0.000, 0.000, 0.000, 0.000, -0.003, -0.006, 0.000, -0.002, 0.000, 0.000, 0.000, 0.000, 0.000, 0.000, 0.000, 0.000, 0.000, 0.001, 0.001, 0.000, 0.000, 0.010, 0.010, 0.000, 0.000, 0.000, 0.000, 0.000, 0.000, 0.000, 0.000, 0.000, 0.000, 0.001, 0.004, 0.020, 0.000, 0.000, 0.000, 0.000, 0.000, 0.000, 0.000, 0.000]
}


(5)
{
  "formula": "C4H9NO",
  "method": "ωB97M-V with the def2-TZVPD basis set",
  "gap_ha": 0.33906,
  "fmax_ev_per_a": 2.44,
  "smiles": "C=NC(=C)C.O",
  "de_lowest_ev": 2.973,
  "symbols": ["C", "C", "C", "C", "N", "H", "H", "H", "H", "H", "H", "H", "H", "H", "O"],
  "coordinates": [[2.882, 1.098, -0.142], [1.563, 0.406, 0.070], [1.460, -0.725, 0.769], [-0.440, 1.454, 0.518], [0.441, 1.137, -0.328], [3.102, 1.778, 0.685], [3.729, 0.410, -0.096], [2.872, 1.589, -1.110], [0.516, -1.253, 0.822], [2.296, -1.152, 1.306], [-1.516, 1.432, 0.333], [-0.225, 1.765, 1.553], [-5.032, -2.376, -1.963], [-6.251, -2.576, -1.114], [-5.399, -2.985, -1.304]],
  "lowdin_charge": [-0.061, -0.454, 0.036, -0.031, 0.018, 0.079, 0.073, 0.073, 0.054, 0.057, 0.071, 0.083, 0.037, 0.031, -0.067]
}